A cluster of 3 separate species, C29H56BFNO11P2 in total at a distorted geometry. Source: the Open Molecules 2025 dataset; level of theory: the ωB97M-V functional and the def2-TZVPD basis.

Each line ends with the Löwdin charge.
Cartesian coordinates (Å):
C: -0.90 0.17 -0.99  -0.043
C: -0.56 0.44 0.46  -0.274
C: -1.04 -0.36 1.49  -0.070
C: -0.70 -0.06 2.78  -0.109
C: 0.13 0.98 3.10  -0.051
C: 0.62 1.77 2.09  -0.198
C: 1.53 2.97 2.34  -0.032
C: 3.03 2.64 2.17  -0.475
O: 3.36 2.05 3.44  -0.064
O: 3.35 1.78 1.15  0.014
B: 4.14 2.43 0.04  -0.925
C: 5.56 1.68 -0.43  -0.033
C: 6.63 2.69 -0.70  -0.456
O: 7.71 2.71 -0.14  0.092
F: 6.38 3.69 -1.60  0.066
P: 2.89 2.36 -1.50  0.937
C: 2.55 0.54 -1.69  -0.319
C: 3.66 2.96 -3.08  -0.332
O: 4.46 3.73 0.62  -0.033
C: 4.03 3.87 1.94  -0.459
C: 3.64 5.27 2.42  -0.159
C: 2.44 5.95 1.72  -0.263
N: 2.16 5.47 0.36  0.012
P: 5.53 3.50 3.08  0.953
C: 6.82 4.79 2.67  -0.264
O: 6.26 2.08 2.59  -0.302
C: 0.25 1.49 0.79  -0.026
H: -0.23 -0.65 -1.29  0.071
H: -1.91 -0.21 -1.12  0.062
H: -0.64 1.01 -1.63  0.076
H: -1.71 -1.18 1.22  0.100
H: -1.12 -0.69 3.56  0.098
H: 0.39 1.19 4.14  0.112
H: 1.39 3.20 3.40  0.123
H: 1.16 3.76 1.69  0.099
H: 3.57 1.12 3.26  0.105
H: 5.93 0.94 0.28  0.098
H: 5.39 1.15 -1.38  0.086
H: 1.82 0.38 -2.49  0.015
H: 2.13 0.13 -0.76  0.021
H: 3.47 -0.04 -1.88  0.024
H: 4.72 2.74 -3.21  0.012
H: 3.14 2.46 -3.91  0.015
H: 3.42 4.02 -3.18  0.012
H: 3.37 5.16 3.48  0.109
H: 4.48 5.96 2.41  0.087
H: 1.55 5.93 2.36  0.097
H: 2.70 7.02 1.64  0.094
H: 2.63 6.03 -0.34  0.073
H: 1.16 5.55 0.21  0.063
H: 6.46 5.42 1.85  0.026
H: 7.78 4.32 2.43  0.030
H: 6.91 5.41 3.56  0.011
H: 5.60 1.41 2.37  0.027
H: 0.61 2.13 -0.01  0.077
C: 1.98 -6.69 -0.40  -0.117
O: 0.69 -6.29 -0.81  -0.203
C: 0.33 -5.01 -0.29  -0.198
C: -0.78 -4.40 -1.10  -0.178
O: -0.33 -3.79 -2.31  -0.130
C: 0.01 -4.67 -3.37  -0.181
C: -1.18 -5.30 -4.04  -0.204
O: -1.64 -6.43 -3.30  -0.201
C: -2.94 -6.81 -3.67  -0.119
H: 2.03 -6.75 0.70  0.087
H: 2.17 -7.67 -0.82  0.085
H: 2.74 -5.99 -0.77  0.090
H: 1.20 -4.34 -0.29  0.132
H: -0.01 -5.15 0.74  0.128
H: -1.21 -3.58 -0.52  0.121
H: -1.58 -5.11 -1.29  0.121
H: 0.74 -5.42 -3.04  0.123
H: 0.51 -4.03 -4.11  0.129
H: -0.89 -5.65 -5.05  0.126
H: -1.99 -4.56 -4.14  0.128
H: -3.66 -6.00 -3.46  0.086
H: -3.21 -7.68 -3.08  0.086
H: -2.99 -7.07 -4.73  0.086
C: -8.63 -0.68 2.61  -0.120
O: -7.76 -0.22 1.61  -0.202
C: -6.60 0.40 2.15  -0.201
C: -5.49 0.45 1.13  -0.176
O: -4.78 -0.77 1.00  -0.135
C: -5.44 -1.81 0.30  -0.181
C: -5.49 -1.59 -1.20  -0.202
O: -6.56 -0.72 -1.54  -0.201
C: -6.41 -0.19 -2.84  -0.115
H: -8.97 0.14 3.25  0.086
H: -9.50 -1.13 2.12  0.085
H: -8.14 -1.45 3.22  0.087
H: -6.26 -0.14 3.04  0.129
H: -6.87 1.43 2.45  0.127
H: -4.74 1.17 1.48  0.132
H: -5.85 0.81 0.16  0.123
H: -6.44 -2.00 0.71  0.121
H: -4.84 -2.71 0.48  0.125
H: -5.66 -2.55 -1.71  0.126
H: -4.54 -1.17 -1.54  0.123
H: -5.50 0.41 -2.91  0.090
H: -7.27 0.45 -3.04  0.086
H: -6.38 -0.99 -3.59  0.086

The HOMO energy comes out at -3.5 eV. As for the charge: -1.

=====

A cluster of 8 separate species, C29H56BN2O22 in total at a distorted geometry. Source: the Open Molecules 2025 dataset; level of theory: the ωB97M-V functional and the def2-TZVPD basis.

Each line ends with the Löwdin charge.
Cartesian coordinates (Å):
C: -0.31 0.50 -0.56  0.019
C: 0.25 1.19 -1.79  -0.185
C: 1.63 1.50 -1.75  0.022
C: 2.23 2.10 -2.85  0.023
C: 1.41 2.40 -3.96  -0.004
C: 0.07 2.08 -3.93  -0.001
N: -0.51 1.49 -2.85  0.143
B: -2.00 1.16 -2.97  -0.579
O: -2.34 -0.17 -2.78  0.173
N: -2.98 2.15 -3.32  -0.068
C: -3.59 2.78 -2.11  -0.060
C: -4.11 1.43 -3.99  -0.060
H: -0.99 -0.34 -0.78  0.088
H: -0.78 1.19 0.16  0.110
H: 0.54 0.05 -0.02  0.091
H: 2.21 1.26 -0.86  0.134
H: 3.30 2.31 -2.80  0.135
H: 1.85 2.89 -4.83  0.125
H: -0.50 2.32 -4.83  0.154
H: -1.74 -0.68 -3.35  0.129
H: -2.86 3.26 -1.45  0.094
H: -4.25 3.59 -2.47  0.099
H: -4.26 2.09 -1.56  0.101
H: -4.80 2.18 -4.42  0.103
H: -4.69 0.81 -3.29  0.097
H: -3.69 0.81 -4.80  0.093
C: 3.84 -1.71 5.02  -0.029
O: 3.03 -1.49 3.86  0.000
C: 1.88 -2.17 3.85  -0.609
O: 1.50 -2.93 4.70  0.126
O: 1.23 -1.87 2.72  -0.014
C: -0.02 -2.55 2.58  -0.033
H: 4.73 -1.10 4.91  0.095
H: 3.31 -1.40 5.92  0.100
H: 4.13 -2.76 5.08  0.101
H: -0.70 -2.27 3.38  0.105
H: 0.12 -3.63 2.55  0.099
H: -0.46 -2.23 1.63  0.081
C: -1.84 -9.20 3.74  -0.036
O: -0.64 -8.58 4.21  0.008
C: -0.80 -7.33 4.66  -0.620
O: -1.85 -6.73 4.69  0.114
O: 0.38 -6.87 5.06  0.013
C: 0.34 -5.53 5.57  -0.040
H: -1.57 -10.20 3.41  0.095
H: -2.57 -9.28 4.55  0.095
H: -2.26 -8.64 2.90  0.098
H: -0.30 -5.47 6.45  0.103
H: 0.01 -4.84 4.81  0.068
H: 1.36 -5.27 5.87  0.089
C: 5.34 -3.41 -6.08  -0.026
O: 3.96 -3.44 -5.67  0.016
C: 3.61 -2.48 -4.84  -0.617
O: 4.33 -1.61 -4.41  0.123
O: 2.31 -2.63 -4.54  0.014
C: 1.82 -1.65 -3.65  -0.059
H: 5.49 -4.24 -6.76  0.098
H: 5.56 -2.48 -6.60  0.099
H: 5.99 -3.53 -5.22  0.101
H: 1.91 -0.64 -4.06  0.081
H: 2.34 -1.71 -2.69  0.104
H: 0.76 -1.86 -3.48  0.088
C: -5.42 -6.80 4.49  -0.034
O: -6.54 -7.63 4.18  0.008
C: -6.45 -8.27 3.02  -0.622
O: -5.53 -8.20 2.25  0.115
O: -7.56 -9.00 2.86  0.006
C: -7.60 -9.75 1.65  -0.042
H: -5.61 -6.33 5.45  0.096
H: -4.51 -7.39 4.56  0.076
H: -5.31 -6.01 3.74  0.099
H: -6.77 -10.46 1.61  0.097
H: -7.57 -9.09 0.79  0.097
H: -8.53 -10.30 1.64  0.094
C: -2.39 5.40 2.92  -0.022
O: -1.69 4.23 2.50  -0.002
C: -0.72 3.85 3.33  -0.631
O: -0.40 4.40 4.35  0.110
O: -0.14 2.75 2.83  -0.013
C: 0.93 2.23 3.63  -0.027
H: -3.15 5.61 2.17  0.094
H: -2.88 5.24 3.88  0.105
H: -1.72 6.26 2.97  0.093
H: 0.57 1.94 4.62  0.105
H: 1.73 2.96 3.71  0.095
H: 1.31 1.34 3.13  0.086
C: 2.59 2.51 -8.42  -0.043
O: 2.57 3.77 -7.74  -0.021
C: 2.73 4.83 -8.55  -0.622
O: 2.89 4.78 -9.74  0.140
O: 2.69 5.93 -7.81  0.000
C: 2.86 7.15 -8.54  -0.033
H: 2.45 1.74 -7.66  0.082
H: 1.78 2.45 -9.14  0.100
H: 3.55 2.35 -8.90  0.102
H: 2.06 7.26 -9.27  0.100
H: 3.83 7.17 -9.03  0.101
H: 2.81 7.96 -7.83  0.094
C: 1.30 6.32 3.31  -0.046
O: 2.50 6.95 3.76  0.015
C: 2.32 8.20 4.20  -0.618
O: 1.27 8.79 4.23  0.127
O: 3.50 8.67 4.59  0.006
C: 3.46 10.01 5.09  -0.038
H: 1.56 5.32 2.98  0.086
H: 0.58 6.25 4.11  0.082
H: 0.87 6.87 2.46  0.105
H: 2.82 10.08 5.97  0.099
H: 3.12 10.70 4.32  0.098
H: 4.48 10.28 5.38  0.094

The HOMO energy comes out at -12.0 eV. As for the charge: +1.

=====

Number 1: E_LUMO 2.01 eV, molar mass 686.52 u, frontier orbital gap 0.2029 Ha. Number 2: E_LUMO -4.16 eV, molar mass 795.57 u, frontier orbital gap 0.2874 Ha.